A | The following is a quantum chemistry calculation of a gas-phase ion, C4H10N4O3 (charge +2), from OMol25.

Output
- HOMO level: -17.6 eV
- SMILES string: N[C@H]1C(=[NH2+])N(O)[C@]1(O)/[NH+]=C\O
- Net charge: +2
- Kohn-Sham gap: 0.35836 Ha
- LUMO level: -7.80 eV

```
21
C4H10N4O3 | OMol25 | wB97M-V/def2-TZVPD
C -1.399 -0.065 -0.501
C 0.261 0.385 0.735
C -0.305 -0.944 0.050
C 2.454 0.646 -0.596
N 1.408 1.062 0.085
N -0.926 0.966 0.152
N -2.457 -0.322 -1.236
N -0.593 -2.116 0.780
O 0.314 0.607 2.064
O 2.583 -0.507 -1.062
O -1.041 2.273 -0.070
H 0.404 -1.251 -0.709
H 3.236 1.512 -0.699
H 1.518 1.925 0.622
H -2.824 -1.327 -1.239
H -3.213 0.350 -1.634
H -0.249 -3.042 0.265
H -1.404 -2.183 1.357
H 0.166 -0.075 2.714
H 3.171 -0.543 -1.861
H -1.105 2.647 0.782
```

Atom charges from the Löwdin analysis, given in e for atoms 1 to 5: C -0.18; C -0.37; C -0.20; C -0.10; N 0.22



B | The following is a quantum chemistry calculation of a gas-phase ion, C4H10N4O3 (charge +2), from OMol25.

Output
- HOMO level: -18.0 eV
- SMILES string: N[C@H](C(=[NH2+])O)C(=[NH2+])N=C(O)O
- Net charge: +2
- Kohn-Sham gap: 0.38595 Ha
- LUMO level: -7.45 eV

```
21
C4H10N4O3 | OMol25 | wB97M-V/def2-TZVPD
C -1.574 0.824 0.484
C 0.185 -0.825 -0.027
C -1.344 -0.601 0.026
C 2.293 0.411 0.101
N -1.252 1.745 -0.371
N 1.042 0.096 -0.064
N 0.385 -2.134 -0.002
N -1.960 -0.853 -1.217
O -1.960 1.090 1.666
O 2.937 1.067 -0.796
O 2.827 0.198 1.282
H -1.814 -1.128 0.874
H -1.434 2.637 0.070
H -1.013 1.631 -1.361
H -2.553 -1.664 -1.069
H 1.372 -2.364 -0.115
H -2.014 2.014 2.014
H -0.291 -2.829 -0.310
H -1.405 -1.189 -2.065
H 3.751 1.482 -0.499
H 3.823 0.393 1.378
```

Atom charges from the Löwdin analysis, given in e for atoms 1 to 5: C -0.33; C -0.28; C -0.25; C -0.43; N 0.29



Winner for stability: B



A | The following is a quantum chemistry calculation of a single CH3N3S molecule, from OMol25.

Output
- HOMO level: -9.4 eV
- Kohn-Sham gap: 0.30729 Ha
- LUMO level: -1.02 eV

```
8
CH3N3S | OMol25 | wB97M-V/def2-TZVPD
C -0.719 -0.177 -0.052
N 0.300 0.654 -0.140
N 3.236 0.138 0.006
N -1.941 0.002 -0.045
S 1.826 -0.332 -0.048
H 0.158 1.631 -0.073
H -0.280 -1.252 -0.029
H -2.581 -0.664 0.380
```

Atom charges from the Löwdin analysis, given in e for atoms 1 to 5: C -0.55; N -0.23; N -0.41; N 0.07; S 0.90



B | The following is a quantum chemistry calculation of a molecular structure, CH3N3S, from OMol25.

Output
- HOMO level: -7.9 eV
- Kohn-Sham gap: 0.31036 Ha
- LUMO level: 0.53 eV

```
8
CH3N3S | OMol25 | wB97M-V/def2-TZVPD
C -0.404 -0.916 -1.061
N -1.393 0.552 0.708
N -1.941 -0.185 -0.078
N 0.686 -0.312 -0.698
S -0.822 -2.039 -2.108
H -1.987 1.051 1.389
H 0.626 0.386 0.034
H 1.570 -0.576 -1.109
```

Atom charges from the Löwdin analysis, given in e for atoms 1 to 5: C -0.89; N -0.06; N 0.03; N 0.05; S 0.61



Winner for stability: B



A | The following is a quantum chemistry calculation of 2 unconnected molecules or ions with the total composition CH3N2, from OMol25.

Output
- HOMO level (alpha / beta): -13.9 / -13.8 eV
- Net charge: +1
- Kohn-Sham gap (alpha / beta): 0.25208 / 0.24779 Ha
- LUMO level (alpha / beta): -7.06 / -7.07 eV

```
6
CH3N2 | OMol25 | wB97M-V/def2-TZVPD
C -0.697 -0.084 1.556
N 1.158 0.087 -1.615
N 1.585 0.108 -0.616
H -1.476 -0.507 0.852
H -1.233 0.505 2.295
H 0.663 -0.109 -2.473
```

Atom charges from the Löwdin analysis, given in e for atoms 1 to 5: C 0.17; N 0.34; N 0.38; H -0.05; H -0.06



B | The following is a quantum chemistry calculation of 2 unconnected molecules or ions with the total composition CH3N2, from OMol25.

Output
- HOMO level (alpha / beta): -14.6 / -14.6 eV
- Net charge: +1
- Kohn-Sham gap (alpha / beta): 0.30677 / 0.30363 Ha
- LUMO level (alpha / beta): -6.24 / -6.33 eV

```
6
CH3N2 | OMol25 | wB97M-V/def2-TZVPD
C 0.995 -0.038 -0.011
N -1.376 -1.114 -1.462
N -1.296 -0.571 -0.519
H 2.015 -0.084 -0.497
H 1.063 0.421 1.149
H -1.717 -1.708 -2.280
```

Atom charges from the Löwdin analysis, given in e for atoms 1 to 5: C 0.23; N 0.24; N 0.24; H -0.01; H 0.06



Winner for stability: A



A | The following is a quantum chemistry calculation of 3 unconnected molecules or ions with the total composition C4H12O3, from OMol25.

Output
- HOMO level (alpha / beta): -14.5 / -14.5 eV
- Expectation value of S²: 0.76
- Net charge: +1
- Kohn-Sham gap (alpha / beta): 0.30461 / 0.16738 Ha
- Multiplicity: 2
- LUMO level (alpha / beta): -6.18 / -9.91 eV

```
19
C4H12O3 | OMol25 | wB97M-V/def2-TZVPD
O -2.404 0.484 0.806
C -1.679 -0.380 0.519
C -0.946 -0.128 -0.820
C -0.013 -1.302 -1.239
C 0.081 -2.659 -0.369
H -1.516 -1.261 1.021
H -1.538 0.161 -1.678
H -0.333 0.747 -0.589
H -0.561 -1.686 -2.141
H 1.031 -1.151 -1.533
H 1.104 -3.099 -0.500
H -0.606 -3.371 -0.798
H -0.093 -2.300 0.699
H 3.517 0.822 -1.580
H 2.636 -0.138 -0.886
O 3.357 0.375 -0.881
H 0.032 2.543 2.571
H 0.662 2.933 1.056
O 0.423 3.218 2.052
```

Atom charges from the Löwdin analysis, given in e for atoms 1 to 5: O 0.39; C -0.04; C -0.04; C -0.17; C -0.04



B | The following is a quantum chemistry calculation of 3 unconnected molecules or ions with the total composition C4H12O3, from OMol25.

Output
- HOMO level (alpha / beta): -13.7 / -13.7 eV
- Expectation value of S²: 0.76
- Net charge: +1
- Kohn-Sham gap (alpha / beta): 0.27795 / 0.14152 Ha
- Multiplicity: 2
- LUMO level (alpha / beta): -6.16 / -9.88 eV

```
19
C4H12O3 | OMol25 | wB97M-V/def2-TZVPD
O -1.472 0.799 1.979
C -1.277 -0.236 1.363
C -0.389 -0.422 0.229
C -0.171 0.864 -0.574
C -0.547 0.819 -2.095
H -1.848 -1.123 1.681
H -0.701 -0.981 -0.552
H 0.456 -0.867 0.715
H 0.832 1.301 -0.307
H -0.763 1.719 -0.209
H -0.600 1.889 -2.428
H 0.184 0.159 -2.725
H -1.552 0.489 -2.103
H -1.626 -2.319 5.877
H -2.244 -2.288 4.486
O -1.364 -2.374 4.936
H 4.210 0.475 -2.774
H 4.470 0.817 -4.185
O 4.402 1.279 -3.312
```

Atom charges from the Löwdin analysis, given in e for atoms 1 to 5: O 0.38; C -0.01; C -0.09; C -0.23; C -0.07



Winner for stability: B



A | The following is a quantum chemistry calculation of a gas-phase ion, CH3O3S (charge -1), from OMol25.

Output
- HOMO level: -2.8 eV
- Net charge: -1
- Kohn-Sham gap: 0.24833 Ha
- LUMO level: 4.00 eV

```
8
CH3O3S | OMol25 | wB97M-V/def2-TZVPD
C -0.681 0.279 0.478
O 1.951 -0.656 0.233
O -0.534 -1.017 -0.004
O -1.468 1.218 0.044
S 1.254 0.615 -0.095
H -0.452 0.209 1.574
H -0.660 -0.933 -0.966
H 0.592 0.285 -1.263
```

Atom charges from the Löwdin analysis, given in e for atoms 1 to 5: C -0.78; O -0.72; O -0.15; O -0.22; S 0.76



B | The following is a quantum chemistry calculation of 2 unconnected molecules or ions with the total composition CH3O3S, from OMol25.

Output
- HOMO level (alpha / beta): -3.3 / -3.3 eV
- Net charge: -1
- Kohn-Sham gap (alpha / beta): 0.25819 / 0.25591 Ha
- LUMO level (alpha / beta): 3.68 / 3.67 eV

```
8
CH3O3S | OMol25 | wB97M-V/def2-TZVPD
C 0.596 0.802 -0.358
O 0.225 -1.456 -1.475
O 0.395 -1.556 0.986
O 0.303 1.733 0.728
S -0.109 -0.812 -0.166
H 0.165 1.244 -1.203
H 0.658 1.229 1.576
H -2.234 -1.184 -0.088
```

Atom charges from the Löwdin analysis, given in e for atoms 1 to 5: C -0.36; O -0.53; O -0.49; O -0.23; S 0.49



Winner for stability: A



A | The following is a quantum chemistry calculation of a molecular structure, H2N2O2, from OMol25.

Output
- HOMO level: -10.9 eV
- Kohn-Sham gap: 0.41200 Ha
- LUMO level: 0.28 eV

```
6
H2N2O2 | OMol25 | wB97M-V/def2-TZVPD
N -0.056 -0.331 -0.254
N 1.504 -1.182 -0.416
O 1.544 -2.126 0.236
O 2.192 -0.762 -1.280
H 0.008 0.182 0.708
H 0.177 0.437 -0.899
```

Atom charges from the Löwdin analysis, given in e for atoms 1 to 5: N 0.10; N -0.42; O 0.12; O 0.09; H 0.08



B | The following is a quantum chemistry calculation of 2 unconnected molecules or ions with the total composition H2N2O2, from OMol25.

Output
- HOMO level: -11.3 eV
- SMILES string: N#[N+][O-].O
- Kohn-Sham gap: 0.44628 Ha
- LUMO level: 0.83 eV

```
6
H2N2O2 | OMol25 | wB97M-V/def2-TZVPD
N 1.509 -0.239 0.298
N 0.838 -0.866 0.938
O 0.022 -1.453 1.481
O -0.533 1.080 -0.767
H -1.322 0.778 -0.312
H -0.513 0.701 -1.639
```

Atom charges from the Löwdin analysis, given in e for atoms 1 to 5: N 0.23; N -0.34; O 0.10; O -0.06; H 0.04



Winner for stability: B